(1)
DFT (ωB97M-V/def2-TZVPD) results for a molecular structure, C20H32ClDyINOP2S at a distorted geometry.

```
! RIJCOSX wB97M-V def2-TZVPD def2/J DEFGRID3
* xyz 2 6
C 0.01 0.74 -6.59
C 0.05 1.74 -5.57
H 0.01 1.25 -7.58
H -0.90 0.12 -6.44
H 0.90 0.09 -6.45
O 0.04 2.76 -4.96
I -0.18 -0.51 -3.24
Dy 0.00 -0.52 -0.55
P 2.78 -0.13 -0.25
C 3.76 1.06 0.75
C 3.54 -1.70 0.30
H 4.59 -1.72 -0.02
H 4.61 -0.21 -1.81
H 2.98 -2.55 -0.14
H 3.03 -0.53 -2.62
H 3.44 1.01 1.80
H 3.48 -1.78 1.40
C 3.56 0.08 -1.88
H 4.83 0.81 0.66
H 3.48 1.13 -2.18
H 3.58 2.07 0.36
P -2.83 -0.09 -0.37
C -3.69 1.09 0.73
C -3.71 0.18 -1.94
H -3.06 -2.51 -0.31
H -4.64 -1.66 -0.07
H -3.43 -1.78 1.28
C -3.57 -1.67 0.19
H -3.23 -0.40 -2.73
H -4.76 -0.12 -1.82
H -4.76 0.86 0.75
H -3.54 2.10 0.33
H -3.64 1.24 -2.20
H -3.27 1.04 1.74
Cl 0.10 -2.99 -0.69
N -0.02 -0.87 1.70
S -0.99 -0.71 2.98
C -0.27 -1.72 4.28
C -1.07 -2.67 4.93
C -0.55 -3.43 5.98
C 0.79 -3.27 6.37
C 1.60 -2.34 5.70
C 1.07 -1.57 4.65
C -0.65 0.91 3.67
C 0.35 1.72 3.13
C 0.65 2.94 3.74
C -0.07 3.35 4.87
C -1.08 2.54 5.40
C -1.38 1.31 4.79
H 0.63 -1.61 1.96
H -2.10 -2.82 4.60
H -1.17 -4.16 6.50
H 1.21 -3.87 7.19
H 2.65 -2.22 5.99
H 1.70 -0.85 4.14
H 0.88 1.35 2.25
H 1.44 3.56 3.33
H 0.17 4.30 5.35
H -1.64 2.85 6.28
H -2.15 0.66 5.20
*
```

Results
Lowest unoccupied orbital energy (alpha / beta)   -7.1 / -7.1 eV
Strongest force on any atom   7.667 eV/A
Energy relative to the best compared isomer or geometry (same formula, charge and spin)   0.0000 eV

Löwdin population analysis, charges in e, atoms 1 to 5: -0.005 -0.091 0.153 0.128 0.134

(2)
DFT (ωB97M-V/def2-TZVPD) results for a molecular structure, C42H32AsBrI2N8O10RuS2 at a distorted geometry.

```
! RIJCOSX wB97M-V def2-TZVPD def2/J DEFGRID3
* xyz -1 6
Ru 0.33 0.50 0.00
N 2.25 7.68 1.84
C 1.47 6.75 1.17
C 0.49 6.02 1.85
C -0.25 5.06 1.19
C -0.03 4.82 -0.15
C 0.93 5.54 -0.85
C 1.68 6.49 -0.19
S -1.09 3.67 -1.00
O -2.25 3.53 -0.16
O -1.32 4.19 -2.32
N -0.35 2.22 -1.04
C 0.46 1.94 -2.18
N 1.10 0.67 -1.83
C 2.25 0.38 -2.46
C 2.91 1.30 -3.20
C 2.44 2.64 -3.11
N 1.34 2.99 -2.56
H 1.86 8.05 2.69
H 2.71 8.37 1.26
H 0.32 6.22 2.90
H -1.03 4.52 1.71
H 1.07 5.33 -1.90
H 2.44 7.05 -0.72
H 2.64 -0.62 -2.30
H 3.84 1.05 -3.71
H 3.08 3.46 -3.44
O -0.48 0.55 1.96
As -0.83 1.17 3.44
C -2.07 2.64 3.54
C -2.81 3.01 2.44
C -3.69 4.08 2.53
C -3.81 4.78 3.72
C -3.05 4.41 4.83
C -2.18 3.34 4.74
C -1.54 -0.24 4.57
C -0.76 -1.34 4.92
C -1.32 -2.38 5.65
C -2.65 -2.32 6.04
C -3.42 -1.21 5.70
C -2.87 -0.18 4.96
C 0.80 1.87 4.24
C 1.54 1.18 5.19
C 2.78 1.66 5.58
C 3.26 2.85 5.05
C 2.50 3.56 4.13
C 1.28 3.06 3.72
H -2.66 2.53 1.50
H -4.26 4.37 1.65
H -4.48 5.63 3.79
H -3.13 4.96 5.75
H -1.57 3.04 5.59
H 0.27 -1.41 4.59
H -0.72 -3.25 5.89
H -3.09 -3.14 6.59
H -4.46 -1.16 6.01
H -3.48 0.67 4.66
H 1.15 0.27 5.64
H 3.38 1.10 6.29
H 4.24 3.22 5.34
H 2.87 4.49 3.71
H 0.71 3.59 2.96
Br -2.15 -5.40 -2.28
C -0.30 -5.25 -2.69
C 0.33 -6.36 -3.25
C 1.67 -6.28 -3.57
C 2.37 -5.11 -3.34
C 1.73 -4.02 -2.79
C 0.38 -4.06 -2.45
I -0.59 -2.32 -1.70
H -0.23 -7.26 -3.42
H 2.17 -7.14 -4.01
H 3.42 -5.04 -3.61
H 2.28 -3.10 -2.62
O -6.39 3.77 -1.77
N -5.45 3.49 -2.50
O -5.23 4.04 -3.56
C -4.56 2.44 -2.07
C -4.81 1.77 -0.90
C -3.92 0.82 -0.42
C -2.72 0.48 -1.14
O -1.82 -0.31 -0.67
C -2.55 1.18 -2.41
C -3.42 2.15 -2.83
N -1.44 0.87 -3.25
O -1.24 -0.28 -3.68
O -0.38 1.76 -3.40
N -4.21 0.27 0.88
O -3.34 -0.29 1.51
O -5.35 0.42 1.32
H -5.68 2.01 -0.31
H -3.23 2.70 -3.74
I 0.52 -2.39 1.69
C 1.67 -1.01 0.54
H 2.09 -1.60 -0.27
H 2.46 -0.65 1.20
S 3.85 3.55 0.20
C 2.65 2.57 0.64
N 1.82 1.84 1.06
*
```

Results
Lowest unoccupied orbital energy (alpha / beta)   1.8 / 0.4 eV
Strongest force on any atom   1.886 eV/A
Energy relative to the best compared isomer or geometry (same formula, charge and spin)   2.7049 eV

Löwdin population analysis, charges in e, atoms 1 to 5: 1.501 0.095 -0.326 -0.040 -0.070

(3)
DFT (ωB97M-V/def2-TZVPD) results for 13 unconnected molecules or ions with the total composition BH28O12.

```
! RIJCOSX wB97M-V def2-TZVPD def2/J DEFGRID3
* xyz -1 1
B 0.26 -0.40 -0.05
H 1.20 -1.13 0.04
H -0.36 -0.60 -1.05
H -0.47 -0.53 0.90
H 0.60 0.75 0.00
O 2.24 2.74 -1.86
H 2.46 3.64 -2.11
H 1.68 2.83 -1.08
O 0.87 -3.65 0.13
H 0.84 -2.67 0.12
H 1.73 -3.86 0.50
O -1.06 -1.94 -3.05
H -0.66 -1.38 -2.37
H -0.98 -2.83 -2.68
O 2.07 0.06 -2.74
H 2.29 0.93 -2.35
H 1.21 -0.13 -2.36
O 1.48 -0.07 2.71
H 1.87 0.80 2.82
H 0.96 -0.01 1.90
O 3.52 0.11 0.12
H 2.66 0.01 -0.30
H 3.61 -0.68 0.65
O -1.77 -2.66 1.45
H -1.02 -2.08 1.29
H -1.55 -3.46 0.96
O -3.34 -0.76 -1.51
H -3.41 -1.28 -0.70
H -2.82 -1.31 -2.11
O -0.08 3.74 0.02
H -0.48 3.38 0.82
H -0.45 3.19 -0.70
O -1.50 -0.40 3.78
H -2.05 -0.85 4.42
H -1.60 -0.91 2.97
O -1.39 2.42 2.31
H -1.15 1.57 2.70
H -1.75 2.17 1.45
O -0.97 1.92 -1.92
H -1.91 2.10 -1.85
H -0.80 1.23 -1.26
*
```

Results
Lowest unoccupied orbital energy   2.7 eV
Strongest force on any atom   0.498 eV/A
Energy relative to the best compared isomer or geometry (same formula, charge and spin)   0.0371 eV

natural (NBO) population analysis, charges in e, atoms 1 to 5: -0.767 -0.045 -0.075 -0.062 -0.005

(4)
DFT (ωB97M-V/def2-TZVPD) results for 2 unconnected molecules or ions with the total composition C18H13BF2NO6 at a distorted geometry.

```
! RIJCOSX wB97M-V def2-TZVPD def2/J DEFGRID3
* xyz -1 1
C 4.03 0.82 1.50
C 2.86 0.94 0.35
C 2.21 2.33 0.13
C 1.12 2.45 -0.96
C 0.73 1.17 -1.75
C -0.45 1.28 -2.86
C -1.79 1.58 -2.02
C -2.55 2.96 -2.11
C -3.87 3.20 -1.29
C -4.41 2.07 -0.39
C -3.61 0.74 -0.31
C -2.32 0.43 -1.08
C -4.48 -0.09 0.73
O -4.20 -1.00 1.54
N -5.89 0.46 0.67
C -5.69 1.94 0.54
O -6.43 2.78 1.10
C 1.38 -0.23 -1.56
C 2.48 -0.35 -0.47
H 3.73 1.48 2.40
H 5.04 1.10 1.06
H 4.02 -0.27 1.90
H 2.52 3.22 0.76
H 0.59 3.46 -1.13
H -0.20 2.11 -3.60
H -0.55 0.31 -3.46
H -2.15 3.81 -2.77
H -4.44 4.18 -1.36
H -1.82 -0.58 -0.97
H -6.16 0.18 -0.29
H 1.03 -1.13 -2.17
H 3.00 -1.36 -0.28
B 2.03 -4.80 2.71
O 2.59 -3.44 2.61
C 3.57 -3.48 1.72
O 4.24 -2.52 1.40
C 3.71 -4.84 1.20
O 4.51 -5.21 0.37
O 2.81 -5.63 1.77
F 0.65 -4.79 2.34
F 2.18 -5.29 4.05
*
```

Results
Lowest unoccupied orbital energy   0.8 eV
Strongest force on any atom   4.850 eV/A

natural (NBO) population analysis, charges in e, atoms 1 to 5: -0.670 0.011 -0.233 -0.240 -0.034

(5)
DFT (ωB97M-V/def2-TZVPD) results for a molecular structure, C46H70BFN8SSiTeY.

```
! RIJCOSX wB97M-V def2-TZVPD def2/J DEFGRID3
* xyz -1 1
Y -0.76 1.21 0.31
C 2.97 2.39 -3.36
C 4.02 1.29 -3.24
C 5.19 1.76 -2.36
C 3.45 0.02 -2.69
C 4.02 -1.27 -2.68
C 3.13 -2.04 -1.97
C 3.34 -3.48 -1.59
C 4.18 -4.22 -2.63
C 4.01 -3.57 -0.22
N 2.09 -1.25 -1.59
N 2.31 0.02 -2.04
B 0.71 -1.32 -0.86
N -0.50 -1.60 -1.78
N -1.24 -0.47 -2.02
C -2.07 -0.75 -3.02
C -1.89 -2.09 -3.42
C -0.87 -2.58 -2.63
C -0.17 -3.90 -2.73
C 0.80 -3.89 -3.92
C -1.18 -5.04 -2.86
C -3.03 0.22 -3.65
C -2.69 1.67 -3.35
C -4.47 -0.11 -3.24
N 0.70 -1.84 0.62
N 0.71 -0.77 1.46
C 1.01 -1.20 2.67
C 1.13 -2.60 2.65
C 0.93 -2.97 1.33
C 0.83 -4.37 0.79
C -0.64 -4.74 0.59
C 1.50 -5.38 1.72
C 1.24 -0.24 3.80
C 2.70 0.24 3.76
C 0.90 -0.84 5.15
H 3.41 3.30 -3.77
H 2.14 2.07 -4.00
H 2.55 2.61 -2.38
H 4.42 1.07 -4.24
H 4.82 1.96 -1.35
H 5.96 0.99 -2.29
H 5.64 2.67 -2.75
H 4.95 -1.58 -3.13
H 2.37 -3.98 -1.55
H 5.19 -3.82 -2.65
H 4.25 -5.28 -2.37
H 3.75 -4.13 -3.63
H 5.01 -3.15 -0.28
H 3.46 -3.02 0.54
H 4.10 -4.62 0.10
H 0.55 -0.16 -0.68
H -2.40 -2.61 -4.21
H 0.40 -4.04 -1.82
H 0.25 -3.81 -4.85
H 1.47 -3.03 -3.86
H 1.40 -4.80 -3.94
H -1.74 -4.96 -3.79
H -0.66 -6.00 -2.87
H -1.88 -5.04 -2.03
H -2.94 0.06 -4.73
H -2.80 1.88 -2.28
H -1.67 1.91 -3.63
H -3.37 2.33 -3.89
H -4.60 0.06 -2.17
H -5.17 0.54 -3.77
H -4.72 -1.15 -3.47
H 1.35 -3.25 3.48
H 1.34 -4.42 -0.17
H -1.15 -4.80 1.55
H -1.17 -3.99 -0.01
H -0.73 -5.71 0.09
H 0.96 -5.44 2.67
H 1.48 -6.37 1.27
H 2.53 -5.11 1.93
H 0.61 0.64 3.61
H 3.38 -0.60 3.92
H 2.93 0.69 2.79
H 2.87 0.99 4.54
H 1.58 -1.66 5.39
H 1.01 -0.09 5.94
H -0.13 -1.22 5.18
C -0.36 2.98 5.19
Si -1.46 2.69 3.66
C -2.73 4.07 3.57
C -2.40 1.12 4.06
N -0.47 2.51 2.25
C 0.61 3.37 2.11
C 0.71 4.67 2.66
C 1.83 5.47 2.47
C 2.90 5.04 1.71
C 2.84 3.78 1.13
C 1.72 3.01 1.35
F 1.68 1.78 0.74
H -0.56 3.93 5.67
H 0.70 2.95 4.94
H -0.55 2.19 5.93
H -3.18 4.23 4.56
H -3.52 3.81 2.87
H -2.30 5.02 3.25
H -2.95 1.28 4.99
H -1.70 0.30 4.23
H -3.12 0.84 3.29
H -0.12 5.05 3.23
H 1.84 6.46 2.91
H 3.77 5.67 1.55
H 3.63 3.39 0.50
C -0.36 3.01 -1.19
H -1.25 3.57 -1.50
H 0.09 2.60 -2.10
H 0.35 3.75 -0.80
Te -3.87 1.46 0.56
C -4.29 3.45 -0.03
C -5.46 3.74 -0.73
C -5.74 5.04 -1.13
C -4.85 6.07 -0.85
C -3.68 5.79 -0.15
C -3.41 4.49 0.25
H -6.15 2.94 -0.96
H -6.66 5.25 -1.67
H -5.07 7.08 -1.17
H -2.98 6.58 0.07
H -2.48 4.28 0.79
S -3.43 -2.98 2.31
C -3.87 -2.81 0.67
C -3.11 -1.85 0.09
N -2.19 -1.25 0.92
C -2.26 -1.76 2.11
H -4.65 -3.39 0.22
H -3.18 -1.52 -0.93
H -1.63 -1.45 2.93
*
```

Results
Lowest unoccupied orbital energy   2.1 eV
Strongest force on any atom   0.580 eV/A
Energy relative to the best compared isomer or geometry (same formula, charge and spin)   0.3211 eV

Löwdin population analysis, charges in e, atoms 1 to 5: 1.249 -0.081 -0.375 -0.072 -0.285

(6)
DFT (ωB97M-V/def2-TZVPD) results for a single C2H2IN molecule at a distorted geometry.

```
! RIJCOSX wB97M-V def2-TZVPD def2/J DEFGRID3
* xyz 0 1
C 0.08 -1.60 0.33
C 0.21 1.10 -0.59
N 0.05 -0.46 -0.05
I -0.20 2.37 1.03
H 0.46 -2.55 0.59
H -0.60 1.14 -1.31
*
```

Results
Lowest unoccupied orbital energy (alpha / beta)   0.2 / 0.2 eV
Strongest force on any atom   6.467 eV/A
Energy relative to the best compared isomer or geometry (same formula, charge and spin)   3.5490 eV

natural (NBO) population analysis, charges in e, atoms 1 to 5: 0.187 -0.472 -0.233 0.093 0.250

(7)
DFT (ωB97M-V/def2-TZVPD) results for 2 unconnected molecules or ions with the total composition C4H12N3.

```
! RIJCOSX wB97M-V def2-TZVPD def2/J DEFGRID3
* xyz 1 1
C -2.81 0.18 -0.31
C -0.96 1.58 -1.10
N -1.42 0.47 -0.72
H -2.81 -0.04 0.76
H -3.16 -0.66 -0.90
H -3.41 1.06 -0.52
H -1.64 2.43 -1.10
H 0.07 1.65 -1.42
H -0.78 -0.33 -0.68
C 2.08 0.41 -0.26
N 2.34 -0.72 0.60
C 1.28 -1.49 1.03
N 1.12 -1.80 2.25
H 3.02 0.84 -0.60
H 1.59 0.06 -1.18
H 1.53 1.20 0.26
H 2.98 -0.53 1.36
H 0.64 -1.84 0.20
H 0.37 -2.48 2.33
*
```

Results
Lowest unoccupied orbital energy   -5.3 eV
Strongest force on any atom   0.642 eV/A
Energy relative to the best compared isomer or geometry (same formula, charge and spin)   2.9402 eV

natural (NBO) population analysis, charges in e, atoms 1 to 5: -0.426 0.134 -0.376 0.255 0.252

(8)
DFT (ωB97M-V/def2-TZVPD) results for a molecular structure, C9H28HfNaO13P3 at a distorted geometry.

```
! RIJCOSX wB97M-V def2-TZVPD def2/J DEFGRID3
* xyz 4 1
Na -1.70 -3.50 1.89
Hf -0.71 -2.01 -2.01
O -1.40 -1.73 -0.07
H -1.30 -0.83 0.28
C 0.18 1.42 1.10
O 0.88 1.96 -0.05
P 1.42 1.01 -1.16
O 0.52 -0.20 -1.44
O 1.59 2.01 -2.33
C 2.14 1.61 -3.63
O 2.85 0.58 -0.78
C 3.95 1.54 -0.57
H 0.27 0.34 1.28
H -0.86 1.73 1.12
H 0.68 1.87 1.95
H 3.04 2.18 -3.79
H 1.37 1.66 -4.40
H 2.38 0.54 -3.66
H 4.80 1.21 -1.15
H 4.19 1.54 0.49
H 3.69 2.53 -0.94
C -4.44 1.79 0.17
O -3.59 0.76 -0.45
P -3.08 0.91 -1.91
O -2.06 -0.18 -2.22
O -4.39 0.87 -2.76
C -4.55 0.12 -4.00
O -2.58 2.37 -2.03
C -1.93 2.87 -3.22
H -4.86 2.46 -0.58
H -3.80 2.35 0.85
H -5.22 1.36 0.79
H -3.60 -0.15 -4.46
H -5.09 0.78 -4.67
H -5.19 -0.73 -3.80
H -2.42 3.76 -3.60
H -1.91 2.11 -4.00
H -0.89 3.12 -3.01
C 1.52 -0.04 4.68
O 2.04 -0.84 3.59
P 1.46 -2.27 3.31
O 0.02 -2.24 2.92
O 2.42 -2.87 2.21
C 2.28 -2.64 0.82
O 1.77 -3.04 4.64
C 2.18 -4.44 4.60
H 2.20 0.79 4.83
H 1.37 -0.64 5.57
H 0.55 0.40 4.42
H 3.16 -2.16 0.39
H 1.39 -2.05 0.56
H 2.32 -3.65 0.39
H 1.94 -4.88 3.63
H 1.74 -5.00 5.42
H 3.25 -4.48 4.77
*
```

Results
Lowest unoccupied orbital energy   -16.8 eV
Strongest force on any atom   11.463 eV/A
Energy relative to the best compared isomer or geometry (same formula, charge and spin)   0.0000 eV

Löwdin population analysis, charges in e, atoms 1 to 5: 0.751 2.340 -0.292 0.037 -0.017

(9)
DFT (ωB97M-V/def2-TZVPD) results for a single C2H3ClF4N2 molecule at a distorted geometry.

```
! RIJCOSX wB97M-V def2-TZVPD def2/J DEFGRID3
* xyz 0 1
C -1.30 0.13 -0.22
C 0.20 -0.05 -0.49
N 0.93 -0.91 0.94
N 0.78 1.20 -0.36
F -0.08 -1.36 1.77
F 1.41 -2.09 0.34
F 0.51 1.89 0.81
F 2.13 1.13 -0.33
Cl 0.57 -0.71 -1.99
H -1.91 1.03 -0.73
H -1.92 -0.79 -0.53
H -1.33 0.53 0.80
*
```

Results
Lowest unoccupied orbital energy   0.6 eV
Strongest force on any atom   3.764 eV/A
SMILES   CC(Cl)(N(F)F)N(F)F

natural (NBO) population analysis, charges in e, atoms 1 to 5: -0.685 0.108 0.308 0.255 -0.232

Question: Look up the strongest force on any atom of the fourth one.
Answer: 4.850 eV/A

Question: The highest strongest force on any atom belongs to which entry?
Answer: C9H28HfNaO13P3

Repeat the third record exactly.
DFT (ωB97M-V/def2-TZVPD) results for 13 unconnected molecules or ions with the total composition BH28O12.

```
! RIJCOSX wB97M-V def2-TZVPD def2/J DEFGRID3
* xyz -1 1
B 0.26 -0.40 -0.05
H 1.20 -1.13 0.04
H -0.36 -0.60 -1.05
H -0.47 -0.53 0.90
H 0.60 0.75 0.00
O 2.24 2.74 -1.86
H 2.46 3.64 -2.11
H 1.68 2.83 -1.08
O 0.87 -3.65 0.13
H 0.84 -2.67 0.12
H 1.73 -3.86 0.50
O -1.06 -1.94 -3.05
H -0.66 -1.38 -2.37
H -0.98 -2.83 -2.68
O 2.07 0.06 -2.74
H 2.29 0.93 -2.35
H 1.21 -0.13 -2.36
O 1.48 -0.07 2.71
H 1.87 0.80 2.82
H 0.96 -0.01 1.90
O 3.52 0.11 0.12
H 2.66 0.01 -0.30
H 3.61 -0.68 0.65
O -1.77 -2.66 1.45
H -1.02 -2.08 1.29
H -1.55 -3.46 0.96
O -3.34 -0.76 -1.51
H -3.41 -1.28 -0.70
H -2.82 -1.31 -2.11
O -0.08 3.74 0.02
H -0.48 3.38 0.82
H -0.45 3.19 -0.70
O -1.50 -0.40 3.78
H -2.05 -0.85 4.42
H -1.60 -0.91 2.97
O -1.39 2.42 2.31
H -1.15 1.57 2.70
H -1.75 2.17 1.45
O -0.97 1.92 -1.92
H -1.91 2.10 -1.85
H -0.80 1.23 -1.26
*
```

Results
Lowest unoccupied orbital energy   2.7 eV
Strongest force on any atom   0.498 eV/A
Energy relative to the best compared isomer or geometry (same formula, charge and spin)   0.0371 eV

natural (NBO) population analysis, charges in e, atoms 1 to 5: -0.767 -0.045 -0.075 -0.062 -0.005

Question: Which value of strongest force on any atom does entry 8 give?
Answer: 11.463 eV/A